The following is a DFT calculation (ωB97M-V with the def2-TZVPD basis set) of one molecule with the formula C4H8N2S at a distorted geometry.

## Properties
* gap between HOMO and LUMO: 9.568 eV
* charge: 0
* structure (SMILES): C/C(=N/S)[C@H]1CN1
* energy relative to the best compared isomer or geometry (same formula, charge and spin): 457.1 kJ/mol

Atoms and positions in Å:
C (0.0133, 2.0774, -0.0694)
C (-0.6058, 0.7712, -0.2420)
N (-1.8225, 0.6378, -0.1600)
S (-2.8693, -0.7415, -0.0459)
C (0.5233, -0.3866, -0.2413)
C (0.7652, -1.3756, 0.7126)
N (0.4866, -1.7380, -0.7322)
H (0.5182, 2.1448, 1.0325)
H (-0.7988, 2.7078, 0.0739)
H (1.0489, 2.5682, -0.6134)
H (-1.8470, -1.6238, -0.0938)
H (1.4668, 0.1292, -0.5212)
H (1.7400, -1.5466, 1.0357)
H (-0.0669, -1.7967, 1.2331)
H (1.4479, -1.8276, -1.3685)